Below is C27H26AgN2PS as an isolated structure, with properties calculated with ωB97M-V with the def2-TZVPD basis set.

The geometry in XYZ format:
```
58
Properties=species:S:1:pos:R:3:forces:R:3
Ag 1.2883 0.9242 -1.2039 0.1 0.3 0.2
C 2.5816 3.7230 -2.6435 0.0 0.0 0.0
C 2.0066 3.2884 -3.8304 0.0 0.0 0.0
C 2.4687 2.1327 -4.4422 0.0 0.0 0.0
C 3.5017 1.4080 -3.8649 0.0 0.0 0.0
C 4.0812 1.8433 -2.6798 0.0 0.0 -0.1
C 3.6248 3.0056 -2.0727 0.0 0.1 0.0
H 2.2182 4.6214 -2.1613 0.0 0.0 0.0
H 1.1939 3.8488 -4.2743 0.0 0.0 0.0
H 2.0174 1.7889 -5.3637 0.0 0.0 0.0
H 3.8552 0.5014 -4.3383 0.0 0.0 0.0
H 4.8942 1.2826 -2.2368 0.0 0.0 0.0
H 4.0773 3.3496 -1.1517 0.0 0.0 0.0
C -2.3714 -5.2736 0.9185 0.0 0.0 0.0
C -3.0246 -4.1091 1.2962 0.0 0.0 0.0
C -2.4448 -2.8722 1.0529 0.0 0.0 0.0
C -1.1974 -2.7803 0.4388 0.0 0.0 0.0
C -0.5493 -3.9590 0.0712 0.0 0.0 0.0
C -1.1321 -5.1963 0.2994 0.0 0.0 0.0
P -0.3423 -1.2113 -0.0076 -0.2 -0.2 0.0
C -1.2225 -0.0289 1.0911 0.0 0.0 0.0
C -1.2214 -0.2635 2.4671 0.0 0.0 0.0
C -1.8006 0.6365 3.3457 0.0 0.0 0.0
C -2.3646 1.8132 2.8652 0.0 0.0 0.0
C -2.3638 2.0604 1.5018 0.0 0.0 0.0
C -1.8066 1.1423 0.6199 0.0 0.0 -0.1
C -1.0363 -0.8258 -1.6533 0.1 0.1 -0.1
C -2.1878 -1.4193 -2.1665 0.0 0.0 0.0
C -2.6634 -1.0296 -3.4091 0.0 0.0 0.0
C -1.9952 -0.0391 -4.1156 0.0 0.0 0.0
C -0.8536 0.5539 -3.5883 0.1 0.0 0.0
C -0.3225 0.1675 -2.3565 0.0 -0.2 0.3
H -2.8275 -6.2374 1.1044 0.0 0.0 0.0
H -3.9940 -4.1626 1.7754 0.0 0.0 0.0
H -2.9745 -1.9706 1.3344 0.0 0.0 0.0
H 0.4230 -3.9002 -0.4054 0.0 0.0 0.0
H -0.6183 -6.1000 -0.0021 0.0 0.0 0.0
H -0.7877 -1.1819 2.8491 0.0 0.0 0.0
H -1.8247 0.4163 4.4068 0.0 0.0 0.0
H -2.8151 2.5213 3.5486 0.0 0.0 0.0
H -2.8105 2.9678 1.1158 0.0 0.0 0.0
H -1.8309 1.3344 -0.4458 0.0 0.0 0.0
H -2.7136 -2.1822 -1.6040 0.0 0.0 0.0
H -3.5534 -1.4901 -3.8195 0.0 0.0 0.0
H -2.3638 0.2700 -5.0872 0.0 0.0 0.0
H -0.3588 1.3262 -4.1673 0.0 0.0 0.0
S 2.3041 2.1043 0.7779 0.1 0.3 -0.2
C 2.0179 1.3473 2.2472 -0.1 -0.3 -0.1
N 1.7703 1.9858 3.4007 0.1 0.0 0.0
C 1.5258 1.0687 4.5048 0.0 0.0 0.1
C 1.9381 -0.2884 3.8947 0.0 0.0 0.0
N 2.0468 0.0321 2.4802 0.1 0.0 0.0
H 1.5167 2.9573 3.4000 0.0 0.0 0.0
H 0.4745 1.0792 4.7900 0.0 0.0 0.0
H 2.1308 1.3257 5.3735 0.0 0.0 0.0
H 1.1888 -1.0604 4.0681 0.0 0.0 0.0
H 2.8958 -0.6329 4.2905 0.0 0.0 0.0
H 2.3315 -0.6136 1.7618 -0.1 0.0 0.0
```
Positions in Å, forces in eV/Å.

## Properties
Highest occupied orbital energy   -7.38 eV
Charge   0

=====

Below is a 2-piece molecular cluster, C27H26F2N overall at a distorted geometry, with properties calculated with ωB97M-V with the def2-TZVPD basis set.

The geometry in XYZ format:
```
56
Properties=species:S:1:pos:R:3:forces:R:3
F -4.0031 3.3892 -3.0200 0.4 -1.6 0.0
C -3.7084 2.0441 -3.0216 0.3 1.4 0.0
C -4.7701 1.1430 -3.0584 0.5 -0.6 0.0
C -4.4568 -0.2276 -3.0534 -0.3 0.3 0.0
C -3.1405 -0.6499 -3.0113 0.4 0.0 0.0
C -2.0518 0.2756 -2.9708 -0.8 0.2 0.3
C -0.7529 -0.2920 -2.8920 0.1 0.3 -0.9
C 0.5419 0.2859 -2.9661 0.7 0.2 0.2
C 1.6390 -0.6304 -2.9664 -0.4 0.0 0.0
C 2.9523 -0.1982 -3.0078 0.3 0.3 0.0
C 3.2547 1.1749 -3.0483 -0.6 -0.7 0.0
C 2.1850 2.0674 -3.0541 -0.4 1.4 0.0
F 2.4685 3.4147 -3.0873 -0.4 -1.6 0.0
C 0.8517 1.6808 -3.0243 0.5 -0.4 0.1
C -2.3726 1.6685 -2.9786 -0.4 -0.4 0.0
H -5.7986 1.4971 -3.0896 0.3 0.0 0.0
H -5.2626 -0.9610 -3.0829 0.2 0.2 0.0
H -2.9062 -1.7170 -3.0177 -0.2 0.3 0.1
H -0.7463 -1.3872 -2.9120 0.0 0.3 0.2
H 1.4129 -1.6985 -2.9413 0.2 0.3 0.1
H 3.7653 -0.9239 -3.0087 -0.2 0.2 0.0
H 4.2804 1.5367 -3.0777 -0.3 0.0 0.0
H 0.0739 2.4309 -3.0459 0.5 0.0 0.0
H -1.6009 2.4243 -2.9419 -0.5 0.0 0.0
C 3.3884 1.4559 2.9339 0.1 -0.2 0.1
C 2.4458 2.4565 3.6255 0.0 0.0 0.2
C 1.0209 1.9593 3.3504 0.0 0.1 -0.4
N 1.1690 0.5934 2.8632 0.5 -0.2 1.1
C 0.0722 -0.1274 2.4392 -1.5 0.8 -0.7
C -1.1569 0.4597 2.2381 1.6 -0.1 0.7
C -2.3147 -0.2840 1.6994 -0.5 -0.8 -0.2
C -1.8680 -1.4103 0.7437 -0.3 0.5 0.0
C -0.7309 -2.2053 1.3132 0.3 -0.2 0.1
C 0.2030 -1.5813 2.1717 -0.1 -0.6 -0.2
C 1.1783 -2.3807 2.7876 0.0 -0.2 -0.1
C 1.2989 -3.7397 2.4790 -0.4 0.0 -0.3
C 0.4102 -4.3314 1.5625 0.3 0.3 0.2
C -0.6018 -3.5591 0.9894 0.2 0.1 0.3
C 2.4881 0.4116 2.2624 -0.1 0.2 -0.4
H 4.0210 1.9470 2.1900 0.0 -0.1 0.2
H 4.0409 0.9734 3.6682 -0.1 0.1 -0.1
H 2.6383 2.4842 4.7019 0.0 0.0 -0.2
H 2.5825 3.4671 3.2318 0.0 -0.1 0.2
H 0.3831 2.0180 4.2419 0.1 -0.2 -0.2
H 0.5587 2.5964 2.5790 -0.1 -0.1 0.0
H -1.3294 1.4767 2.5788 0.1 -0.1 -0.2
H -2.9163 -0.7462 2.5031 0.1 0.2 -0.1
H -2.9738 0.4186 1.1767 0.0 -0.2 0.0
H -2.7152 -2.0721 0.5205 0.2 0.1 0.0
H -1.5534 -0.9625 -0.2128 0.0 0.1 0.1
H 1.8381 -1.9363 3.5331 -0.2 -0.1 -0.2
H 2.0806 -4.3386 2.9507 -0.3 0.2 -0.1
H 0.5030 -5.3884 1.3058 0.0 0.3 0.1
H -1.3161 -4.0098 0.2924 0.2 0.1 0.3
H 2.4398 0.6161 1.1771 -0.1 -0.1 0.0
H 2.8607 -0.6084 2.3804 -0.1 0.2 0.0
```
Positions in Å, forces in eV/Å.

## Properties
Highest occupied orbital energy   -9.53 eV
Charge   +1

=====

Below is C27H26F5IrN6O7S2Se as an isolated structure at a distorted geometry, with properties calculated with ωB97M-V with the def2-TZVPD basis set.

The geometry in XYZ format:
```
75
Properties=species:S:1:pos:R:3:forces:R:3
Ir 0.2162 -0.2037 -1.3921 2.1 -0.9 -1.2
C 2.6200 -2.2337 -2.7237 0.8 0.0 -0.1
O 1.2311 -2.1976 -2.4492 -0.4 1.0 0.9
C 0.4460 -2.8484 -3.4306 -0.9 0.0 -0.3
C -1.0073 -2.8194 -2.9629 0.6 -0.5 0.2
O -1.4824 -1.5031 -2.7399 0.7 0.6 0.6
C -2.0785 -0.8855 -3.8730 -0.1 0.3 -0.2
H 2.9843 -3.2664 -2.7056 -0.1 0.1 0.0
H 3.1212 -1.6461 -1.9557 0.0 -0.1 0.0
H 2.8426 -1.7957 -3.7010 -0.1 0.0 0.0
H 0.7621 -3.8935 -3.5387 0.0 0.1 0.1
H 0.5586 -2.3456 -4.3990 0.1 0.0 0.1
H -1.0767 -3.3139 -1.9882 0.0 -0.1 -0.2
H -1.6499 -3.3371 -3.6810 0.0 0.0 0.1
H -1.3873 -0.8210 -4.7164 0.1 0.0 0.0
H -2.3640 0.1159 -3.5616 -0.1 0.0 -0.1
H -2.9708 -1.4364 -4.1844 0.1 0.0 0.1
N 2.6903 6.1918 2.0506 -0.1 0.3 0.1
C 2.9361 4.9556 1.5630 0.0 -0.3 -0.2
C 3.8748 4.7621 0.5333 -0.1 -0.1 0.1
C 4.0862 3.5083 0.0040 0.2 0.0 0.1
C 3.3828 2.4309 0.5163 0.2 -0.8 -0.4
C 2.4436 2.5977 1.5215 0.0 0.0 0.2
C 2.2218 3.8466 2.0523 0.1 0.0 -0.2
S 3.5369 0.8085 -0.1731 0.1 0.6 1.2
O 4.7564 0.5889 -0.8796 -0.4 0.3 -0.1
O 3.1842 -0.1568 0.8495 -0.1 0.2 -0.1
N 2.2385 0.7676 -1.2092 -2.3 -1.7 0.4
C 2.3040 1.3628 -2.3960 0.0 0.8 -1.6
N 3.2959 2.1788 -2.7427 0.1 -0.3 0.5
C 3.2935 2.6580 -3.9673 -0.2 0.1 -0.4
C 2.2722 2.3990 -4.8780 -0.1 -0.3 0.2
C 1.2426 1.5903 -4.4197 0.0 0.3 -0.8
N 1.2573 1.0631 -3.2090 -0.6 -0.5 1.6
H 3.2565 6.9710 1.7661 0.0 0.0 0.1
H 2.0877 6.3060 2.8461 0.1 0.1 0.0
H 4.4342 5.6073 0.1646 0.1 0.1 -0.1
H 4.7970 3.3373 -0.7869 0.1 0.1 -0.1
H 1.9281 1.7278 1.8936 -0.1 0.0 0.2
H 1.5097 3.9821 2.8518 -0.1 0.0 0.1
H 4.1365 3.2828 -4.2316 0.0 0.1 -0.1
H 2.2809 2.8119 -5.8734 -0.1 0.0 0.0
H 0.3931 1.3501 -5.0472 0.0 0.0 0.0
N -1.3400 2.2276 -0.2507 0.0 -2.0 -1.1
C -1.0422 1.2117 -0.7349 2.2 0.8 1.3
H -1.6521 3.0640 0.1921 -0.3 0.2 0.1
N 0.9543 -1.5812 0.3991 -0.6 1.2 -1.2
C 0.1867 -1.7466 1.5598 -0.9 -0.1 0.9
C -0.1919 -0.6078 2.2751 0.0 0.1 0.0
C -0.9724 -0.7154 3.4093 0.8 0.2 -0.9
C -1.3239 -1.9792 3.8170 -1.3 -0.3 1.9
C -0.9867 -3.1257 3.1488 0.8 0.0 -0.8
C -0.2278 -3.0079 1.9928 0.0 -0.1 -0.1
S -2.4864 -2.1331 5.2407 1.5 0.3 -2.2
O -2.1541 -0.9914 6.0446 -0.3 0.3 0.6
O -3.6867 -2.0065 4.4162 -0.6 -0.2 0.8
O -2.2048 -3.4402 5.7564 -0.3 -0.4 0.5
H 1.2413 -2.4720 0.0026 -0.2 0.0 -0.2
H 1.8075 -1.0219 0.6073 -0.1 0.0 -0.1
H 0.1219 0.3561 1.9059 0.0 0.3 -0.1
H -1.2921 0.1510 3.9641 0.0 0.1 0.2
H -1.2939 -4.0807 3.5408 -0.1 -0.1 0.0
H 0.0545 -3.8950 1.4454 0.1 -0.1 -0.2
F -6.8094 -0.9102 4.0905 0.4 -0.1 -0.2
C -5.8589 -1.1500 3.2063 0.0 -0.1 -0.3
C -5.7444 -2.4125 2.6172 0.1 0.0 -0.3
F -6.5815 -3.3824 2.9572 0.1 0.1 0.0
C -4.7585 -2.6343 1.6701 -0.2 -0.2 0.1
F -4.6233 -3.8290 1.0928 -0.3 0.1 0.3
C -3.8785 -1.6232 1.2774 0.5 0.0 -0.4
Se -2.6542 -1.9255 -0.0985 -0.3 0.3 0.4
C -4.0005 -0.3786 1.8932 -0.3 0.2 0.3
F -3.1479 0.5966 1.5337 -0.3 0.1 0.2
C -4.9777 -0.1299 2.8386 0.2 0.1 -0.4
F -5.0821 1.0749 3.3928 0.0 -0.1 0.0
```
Positions in Å, forces in eV/Å.

## Properties
2S+1   2
Highest occupied orbital energy (spin up / spin down)   -10.29 / -10.28 eV
ΔE to the lowest compared entry with this formula, charge and spin   121.32 kcal/mol
Charge   +1

=====

Below is C27H26F5IrN6O7S2Se as an isolated structure at a distorted geometry, with properties calculated with ωB97M-V with the def2-TZVPD basis set.

The geometry in XYZ format:
```
75
Properties=species:S:1:pos:R:3:forces:R:3
Ir 0.2489 -0.1357 -0.3262 2.2 1.2 0.0
C -0.1386 1.8735 2.3975 0.0 -0.1 0.8
O -0.0577 1.9873 0.9860 0.2 -1.1 -0.8
C -1.1567 2.6812 0.4190 -0.3 0.3 -0.7
C -0.8457 2.9745 -1.0444 0.0 0.3 0.5
O -0.6285 1.7526 -1.7299 -0.2 -0.2 0.5
C -0.4437 1.9283 -3.1248 0.2 0.0 -0.6
H -0.2730 2.8612 2.8475 0.0 -0.1 -0.1
H 0.8080 1.4518 2.7301 0.0 0.0 0.0
H -0.9542 1.2162 2.7105 0.0 0.1 -0.1
H -1.3143 3.6318 0.9470 0.0 -0.2 -0.1
H -2.0729 2.0776 0.4937 0.1 0.1 0.2
H 0.0486 3.6065 -1.1275 -0.1 -0.1 0.0
H -1.6954 3.5014 -1.4957 0.1 0.0 0.1
H -1.3409 2.3664 -3.5697 0.0 0.0 0.0
H -0.2745 0.9395 -3.5428 0.1 0.0 -0.1
H 0.4165 2.5684 -3.3358 0.0 -0.1 0.1
N -3.8234 -7.0437 2.0207 0.0 -0.3 0.0
C -3.4692 -5.7448 2.0375 0.1 0.3 0.1
C -4.3302 -4.7548 1.5396 0.1 0.0 0.0
C -3.9493 -3.4316 1.5452 -0.1 0.1 0.1
C -2.7173 -3.0709 2.0681 0.2 0.8 -0.1
C -1.8649 -4.0326 2.5874 0.1 -0.3 0.2
C -2.2292 -5.3577 2.5711 -0.1 0.2 -0.1
S -2.2108 -1.3632 2.0720 0.8 -0.8 0.6
O -3.0794 -0.6692 1.1167 -0.3 0.6 -1.8
O -2.1877 -0.7800 3.3761 -0.1 -0.1 0.0
N -0.7199 -1.2940 1.3820 -1.4 0.7 -1.6
C 0.3820 -1.5636 2.0731 2.0 -0.6 1.0
N 0.3908 -2.1617 3.2633 -0.6 0.3 -0.2
C 1.5552 -2.4303 3.8120 0.6 0.0 0.0
C 2.7665 -2.1350 3.1918 -0.2 0.0 -0.1
C 2.6800 -1.5046 1.9631 0.4 -0.2 0.3
N 1.5132 -1.2007 1.4180 -1.0 0.1 -0.4
H -4.7184 -7.3298 1.6724 0.0 -0.1 0.0
H -3.1986 -7.7381 2.3876 -0.1 -0.1 0.0
H -5.3010 -5.0441 1.1712 -0.2 0.0 -0.1
H -4.6110 -2.6695 1.1690 -0.2 0.1 -0.1
H -0.9270 -3.7268 3.0205 0.0 -0.1 0.1
H -1.5749 -6.1079 2.9887 0.1 -0.1 0.0
H 1.5097 -2.9243 4.7739 0.1 0.0 0.1
H 3.7148 -2.3902 3.6313 0.1 0.0 0.0
H 3.5698 -1.2527 1.3984 0.1 0.0 0.0
N 0.5148 -2.6116 -2.1606 0.6 2.0 0.2
C 0.6167 -1.5300 -1.7387 -1.4 -1.2 2.1
H 0.3297 -3.5681 -2.3742 0.1 -0.2 -0.3
N 2.3602 1.1403 -0.4925 -1.6 -1.1 0.4
C 2.9706 1.4477 -1.7313 0.5 0.2 -1.3
C 3.3732 2.7463 -2.0321 -0.1 -0.1 0.2
C 4.0218 3.0133 -3.2303 -0.6 -0.2 0.8
C 4.2023 1.9759 -4.1051 1.1 0.6 -2.2
C 3.8034 0.6863 -3.8603 -0.5 -0.3 0.9
C 3.1813 0.4233 -2.6538 -0.1 0.1 0.1
S 5.2163 2.2626 -5.6451 -1.4 -0.5 2.9
O 6.4631 1.8948 -5.0084 0.9 0.1 -0.8
O 4.9930 3.6573 -5.9060 0.3 0.6 -0.6
O 4.6348 1.3102 -6.5510 0.2 -0.3 -0.9
H 2.8946 0.4484 0.0252 0.0 0.2 0.0
H 2.2302 1.9722 0.0767 -0.1 -0.1 0.1
H 3.2181 3.5434 -1.3207 0.0 0.1 0.3
H 4.3882 3.9967 -3.4689 0.0 0.2 -0.1
H 3.9821 -0.0798 -4.5943 0.0 -0.1 -0.2
H 2.8406 -0.5707 -2.4116 0.0 -0.3 0.1
F -6.1443 -4.8098 -2.6521 0.5 0.6 0.2
C -5.3468 -3.8085 -2.2986 -0.2 -0.1 -0.1
C -5.8011 -2.4897 -2.3683 -0.2 0.2 -0.1
F -7.0334 -2.2336 -2.7902 0.3 -0.1 0.1
C -4.9513 -1.4559 -2.0046 -0.4 0.3 0.0
F -5.3728 -0.1965 -2.0774 -0.2 -0.4 -0.1
C -3.6420 -1.6840 -1.5716 0.0 0.5 0.0
Se -2.5621 -0.1901 -1.1964 -0.4 -1.2 0.8
C -3.2209 -3.0085 -1.4940 0.5 -0.5 -0.2
F -1.9713 -3.2760 -1.0785 -0.6 0.0 -0.2
C -4.0484 -4.0620 -1.8573 0.5 -0.2 0.1
F -3.5863 -5.3139 -1.7952 -0.3 0.4 0.0
```
Positions in Å, forces in eV/Å.

## Properties
2S+1   2
Highest occupied orbital energy (spin up / spin down)   -9.46 / -9.46 eV
ΔE to the lowest compared entry with this formula, charge and spin   166.19 kcal/mol
Charge   +1

=====

Which formula does entry 3 have?
C27H26F5IrN6O7S2Se

=====

The lowest charge belongs to which entry?
C27H26AgN2PS

=====

What is the charge in the second record?
+1